(1)
This record from the OMol25 dataset describes the ion C8H8NO4 with charge -1 in a non-equilibrium geometry. The level of theory is ωB97M-V with the def2-TZVPD basis set.

The geometry in XYZ format:
```
21
C8H8NO4 ωB97M-V with the def2-TZVPD basis set
C -3.004 -0.015 -0.057
C 1.664 2.052 -0.508
C 0.830 1.032 -0.756
C -0.759 1.042 -1.058
C -0.074 -1.048 -0.889
C 0.256 -2.568 -1.218
C -1.480 0.809 1.627
C -1.658 0.187 0.247
N -4.109 -0.158 -0.323
O -0.604 -0.387 -1.911
O -1.252 2.048 -1.567
O 1.188 -0.282 -0.619
O -0.847 -1.030 0.236
H 2.779 1.905 -0.221
H 1.338 3.119 -0.743
H 0.039 -3.013 -0.242
H 1.355 -2.650 -1.411
H -0.562 -2.667 -1.952
H -2.036 1.848 1.556
H -1.889 0.205 2.419
H -0.419 1.143 1.829
```

**Relative energy (zero: lowest compared OMol25 entry of this formula, charge and spin)**: 7.7 kcal/mol
**Charge**: -1
**Structure (SMILES)**: C=C1O[C@@]2(C)O[C@](C)(C#N)[C@]1([O-])O2
**HOMO energy**: -0.1716 Eh
**2S+1**: 1
**Molar mass**: 182.2 g/mol


(2)
This record from the OMol25 dataset describes a cluster of 2 separate species, C3H9ClN3 in total in a non-equilibrium geometry. The level of theory is ωB97M-V with the def2-TZVPD basis set.

The geometry in XYZ format:
```
16
C3H9ClN3 ωB97M-V with the def2-TZVPD basis set
C -0.089 1.200 1.058
C 0.375 -1.103 -0.515
C -0.355 0.155 -0.792
N 0.562 2.190 0.829
N 0.234 0.927 -1.787
N -0.350 -1.756 0.612
Cl -0.725 0.578 2.547
H 1.436 -1.082 -0.274
H 0.184 -1.654 -1.545
H -1.480 -0.030 -0.786
H 0.796 3.009 1.516
H -0.319 1.685 -2.237
H 1.150 1.421 -1.505
H -0.470 -0.920 1.388
H 0.339 -2.418 1.077
H -1.287 -2.201 0.415
```

**Relative energy (zero: lowest compared OMol25 entry of this formula, charge and spin)**: 73.9 kcal/mol
**Charge**: +1
**HOMO energy**: -0.4616 Eh
**2S+1**: 1
**Molar mass**: 122.6 g/mol


(3)
This record from the OMol25 dataset describes a cluster of 2 separate species, C10H22 in total. The level of theory is ωB97M-V with the def2-TZVPD basis set.

The geometry in XYZ format:
```
32
C10H22 ωB97M-V with the def2-TZVPD basis set
C 2.128 4.564 0.868
C 3.484 4.196 0.263
C 1.168 3.374 0.826
C 3.322 3.672 -1.166
C 1.006 2.851 -0.602
C 2.362 2.482 -1.208
H 1.691 5.398 0.286
H 2.258 4.913 1.911
H 3.951 3.406 0.883
H 4.158 5.074 0.273
H 0.183 3.664 1.240
H 1.574 2.563 1.461
H 4.307 3.382 -1.580
H 2.916 4.483 -1.800
H 0.539 3.640 -1.222
H 0.332 1.972 -0.613
H 2.232 2.133 -2.250
H 2.799 1.648 -0.625
C 3.104 0.740 1.816
C 2.482 -0.831 -0.046
C 1.054 -0.701 2.019
C 1.951 0.081 1.060
H 3.724 -0.038 2.294
H 2.721 1.415 2.600
H 3.739 1.323 1.129
H 3.091 -1.635 0.400
H 1.651 -1.289 -0.607
H 3.112 -0.263 -0.751
H 0.652 -0.039 2.804
H 0.208 -1.158 1.477
H 1.638 -1.503 2.500
H 1.343 0.880 0.589
```

**Relative energy (zero: lowest compared OMol25 entry of this formula, charge and spin)**: 5.0 kcal/mol
**Structure (SMILES)**: C1CCCCC1.CC(C)C
**HOMO energy**: -0.3875 Eh
**2S+1**: 1
**Molar mass**: 142.3 g/mol